# 1
The following is a quantum chemistry calculation of a 4-piece molecular cluster, CH7O5 overall in a non-equilibrium geometry, from the Open Molecules 2025 dataset.

Geometry as XYZ:
```
13
Properties=species:S:1:pos:R:3:lowdin_charge:R:1
O 0.932 1.394 -0.029 -0.14
C 0.588 0.804 1.032 -0.63
O 0.487 -0.416 1.296 -0.13
H 0.093 1.595 1.618 0.09
H -1.056 -1.502 1.060 -0.01
H -2.078 -1.763 2.040 0.02
O -1.967 -1.869 1.091 -0.10
H 0.686 -2.342 -0.793 0.02
H 2.175 -1.908 -0.656 0.02
O 1.596 -2.657 -0.752 -0.08
H -0.177 2.408 -2.491 0.03
H -0.620 3.067 -1.230 0.01
O -0.662 3.188 -2.187 -0.09
```

Values from the calculation:
total charge = -1
total energy = -11389.97456 eV
energy above the lowest of the compared OMol25 structures with the same formula, charge and spin = 87.89 kJ/mol
HOMO = -0.17612 Ha



# 2
The following is a quantum chemistry calculation of C21H24N2O6 as an isolated structure in a non-equilibrium geometry, from the Open Molecules 2025 dataset.

Geometry as XYZ:
```
53
Properties=species:S:1:pos:R:3:lowdin_charge:R:1
C -5.082 -1.756 -1.980 -0.19
H -4.923 -2.224 -3.052 0.13
H -5.283 -0.621 -2.173 0.13
H -5.793 -2.318 -1.459 0.07
O -3.804 -2.015 -1.664 -0.10
C -3.765 -1.532 -0.185 -0.24
O -4.735 -1.201 0.598 0.05
C -2.336 -1.500 0.134 -0.09
C -2.122 -1.204 1.501 0.09
C -0.740 -1.294 2.074 -0.02
C 0.233 -1.345 1.256 -0.20
C -0.070 -1.758 -0.204 0.00
C -1.232 -2.027 -0.701 -0.01
H -1.432 -1.986 -1.585 0.02
H 0.852 -2.118 -0.874 0.16
C 1.573 -1.527 1.877 0.03
N 2.669 -1.839 1.027 0.01
O 3.850 -1.615 1.622 -0.13
C 5.023 -1.622 0.522 0.02
C 4.981 -0.547 -0.334 -0.45
O 6.011 -0.040 -0.794 0.08
N 3.726 -0.240 -0.904 0.08
H 3.002 -0.667 -0.642 -0.01
C 3.616 0.812 -1.817 -0.24
H 4.288 0.730 -3.121 0.20
H 4.143 1.710 -1.555 0.10
C 2.228 0.721 -2.393 -0.13
C 1.298 1.365 -1.294 -0.14
C 1.578 1.530 0.124 -0.08
C 0.747 1.792 1.063 -0.08
C -0.638 1.867 0.688 0.02
C -1.098 1.393 -0.689 -0.28
C -0.071 1.180 -1.501 -0.04
H -0.479 0.746 -2.528 0.18
O -2.386 1.234 -0.998 -0.11
C -3.369 2.132 -0.270 0.03
H -4.232 1.905 -1.163 0.16
H -3.669 1.420 0.877 0.19
H -3.191 3.014 -0.059 -0.04
O -1.724 2.108 1.788 -0.21
C -1.121 2.285 3.142 -0.02
H -2.261 2.564 3.788 0.20
H -0.687 1.547 3.489 -0.02
H -0.699 3.166 2.996 0.03
H 0.957 2.159 1.904 0.04
H 2.856 1.584 0.263 0.19
H 1.976 -0.123 -2.844 0.07
H 2.277 1.563 -3.091 0.12
H 4.825 -2.589 -0.050 0.18
H 5.709 -1.684 1.218 0.08
H 1.807 -1.227 2.762 0.05
H -0.566 -0.982 3.072 0.11
H -2.715 -0.924 2.136 0.02
```

Values from the calculation:
total energy = -37412.06599 eV
energy above the lowest of the compared OMol25 structures with the same formula, charge and spin = 2025.62 kJ/mol
HOMO = -0.29832 Ha



# 3
The following is a quantum chemistry calculation of a 11-piece molecular cluster, C14H48BF4O14 overall in a non-equilibrium geometry, from the Open Molecules 2025 dataset.

Geometry as XYZ:
```
81
Properties=species:S:1:pos:R:3:lowdin_charge:R:1
B -0.629 -0.295 23.928 -1.30
F -1.638 -0.994 23.163 0.07
F 0.574 -0.383 23.298 0.17
F -1.048 1.047 24.054 0.11
F -0.496 -0.867 25.165 0.15
O -3.002 2.892 24.733 -0.07
H -3.199 2.818 25.672 0.02
H -2.230 2.317 24.610 0.01
O -3.966 0.918 22.970 -0.07
H -3.148 0.437 23.123 -0.01
H -3.788 1.819 23.274 0.00
O 3.194 0.912 22.352 -0.03
H 3.405 0.545 21.488 0.08
H 2.403 0.437 22.631 0.04
O -0.063 -3.679 24.610 -0.02
H -0.332 -2.790 24.879 0.03
H 0.109 -4.141 25.434 0.08
C -3.648 -3.894 24.707 -0.22
C -5.041 -4.089 24.210 -0.23
O -5.645 -5.201 24.906 -0.09
O -2.862 -5.107 24.454 -0.09
H -3.654 -3.779 25.792 0.11
H -3.111 -3.071 24.232 0.12
H -5.019 -4.477 23.189 0.12
H -5.633 -3.185 24.338 0.12
H -5.085 -5.969 24.760 0.07
H -2.044 -4.849 24.020 0.05
C -3.863 -1.123 27.424 -0.24
C -4.389 0.256 26.945 -0.21
O -3.497 1.337 27.168 -0.07
O -2.504 -1.418 27.211 -0.06
H -4.397 -1.959 26.958 0.10
H -4.039 -1.328 28.483 0.11
H -5.405 0.408 27.320 0.11
H -4.554 0.339 25.868 0.11
H -3.617 1.670 28.062 0.09
H -2.359 -1.314 26.264 0.06
C 1.831 -3.016 21.810 -0.27
C 0.566 -2.612 21.020 -0.20
O 0.304 -3.639 20.047 -0.07
O 1.689 -4.217 22.526 -0.07
H 2.119 -2.147 22.412 0.08
H 2.701 -3.284 21.203 0.12
H 0.820 -1.646 20.589 0.11
H -0.251 -2.676 21.742 0.11
H -0.051 -4.376 20.550 0.07
H 0.973 -3.976 23.139 0.03
C 3.197 -0.744 25.863 -0.20
C 4.116 -1.231 24.696 -0.23
O 5.023 -0.226 24.254 -0.08
O 3.942 -0.853 27.072 -0.09
H 2.298 -1.347 25.971 0.11
H 3.002 0.324 25.746 0.12
H 3.539 -1.690 23.890 0.09
H 4.741 -2.045 25.067 0.12
H 4.645 0.206 23.478 0.04
H 4.859 -0.609 26.921 0.07
C 1.526 3.549 23.860 -0.04
C 2.691 3.980 22.907 -0.47
C 2.714 5.506 22.902 -0.07
O 3.942 3.439 23.337 -0.06
H 1.513 4.150 24.766 0.08
H 1.685 2.485 24.049 0.06
H 0.538 3.511 23.400 0.06
H 2.477 3.614 21.901 0.11
H 3.613 5.893 22.423 0.07
H 2.562 5.921 23.899 0.07
H 1.849 5.876 22.346 0.08
H 3.890 2.545 22.970 0.03
C -0.891 2.390 20.926 -0.03
C -0.517 1.680 19.623 -0.47
C 0.899 1.944 19.190 -0.07
O -0.662 0.255 19.742 -0.05
H -0.097 2.282 21.666 0.06
H -1.817 2.128 21.437 0.08
H -1.044 3.423 20.602 0.09
H -1.113 2.045 18.784 0.13
H 1.569 2.118 20.033 0.06
H 0.956 2.834 18.554 0.07
H 1.249 1.192 18.483 0.08
H -0.663 0.014 20.673 0.06
```

Values from the calculation:
total charge = -1
total energy = -55515.51314 eV
energy above the lowest of the compared OMol25 structures with the same formula, charge and spin = 0.00 kJ/mol
HOMO = -0.26706 Ha



# 4
The following is a quantum chemistry calculation of one molecule with the formula C4H6Cl2Si in a non-equilibrium geometry, from the Open Molecules 2025 dataset.

Geometry as XYZ:
```
13
Properties=species:S:1:pos:R:3:lowdin_charge:R:1
C 1.746 -2.213 -0.206 -0.13
C 1.813 -1.008 -0.134 -0.73
C -0.792 -0.222 1.484 -0.18
C -0.481 0.161 -1.671 -0.18
Si -0.087 0.730 0.073 0.13
Cl 2.472 0.685 0.387 0.54
Cl 0.022 2.686 0.303 0.40
H -0.346 0.163 2.328 0.01
H -1.753 0.074 1.828 0.04
H -0.603 -1.267 1.394 0.04
H 0.027 0.791 -2.322 0.02
H -0.425 -0.834 -1.599 -0.03
H -1.593 0.254 -1.864 0.08
```

Values from the calculation:
total energy = -37163.18363 eV
energy above the lowest of the compared OMol25 structures with the same formula, charge and spin = 730.69 kJ/mol
HOMO = -0.33563 Ha



# 5
The following is a quantum chemistry calculation of a 8-piece molecular cluster, H16O8 overall, from the Open Molecules 2025 dataset.

Geometry as XYZ:
```
24
Properties=species:S:1:pos:R:3:lowdin_charge:R:1
O 1.053 -27.251 6.912 -0.04
H 1.923 -27.398 7.319 0.01
H 0.500 -27.978 7.223 0.03
O 2.168 -24.199 7.990 -0.05
H 2.061 -24.883 8.674 0.00
H 2.792 -23.570 8.371 0.05
O 0.168 -25.249 5.176 -0.08
H -0.727 -25.141 5.511 0.03
H 0.557 -25.957 5.729 -0.02
O 1.554 -26.038 10.185 -0.05
H 2.341 -26.523 9.882 0.01
H 0.985 -26.713 10.565 0.04
O -0.653 -29.865 8.424 -0.04
H -0.236 -30.728 8.547 0.06
H -0.497 -29.397 9.252 0.06
O -2.107 -30.471 6.074 -0.07
H -1.403 -30.289 6.721 -0.02
H -1.773 -31.188 5.525 0.03
O 3.547 -27.546 8.448 -0.04
H 3.783 -28.480 8.510 0.07
H 4.383 -27.090 8.278 0.08
O 3.186 -25.226 5.384 -0.07
H 2.612 -25.429 6.128 -0.03
H 3.247 -24.268 5.398 0.03
```

Values from the calculation:
total energy = -16639.77079 eV
energy above the lowest of the compared OMol25 structures with the same formula, charge and spin = 216.11 kJ/mol
HOMO = -0.36512 Ha



# 6
The following is a quantum chemistry calculation of C21H45N3O12 as an isolated structure in a non-equilibrium geometry, from the Open Molecules 2025 dataset.

Geometry as XYZ:
```
81
Properties=species:S:1:pos:R:3:lowdin_charge:R:1
C -11.299 -12.163 -11.568 -0.03
C -12.092 -11.833 -12.951 -0.17
O -12.933 -10.779 -12.926 0.07
C -13.778 -10.427 -13.853 -0.56
O -13.904 -11.043 -14.897 0.11
O -14.587 -9.436 -13.474 0.09
C -15.757 -9.154 -14.255 -0.17
H -10.663 -13.041 -11.684 0.08
H -11.966 -12.336 -10.723 0.03
H -10.529 -11.447 -11.280 0.06
H -12.465 -12.791 -13.315 0.08
H -11.368 -11.412 -13.648 0.11
H -16.403 -8.344 -13.918 0.00
H -16.409 -10.028 -14.250 0.03
H -15.440 -8.990 -15.285 0.10
C -20.732 -6.005 -11.502 -0.08
C -19.474 -6.821 -11.670 -0.20
O -18.870 -6.610 -12.965 0.04
C -17.885 -7.387 -13.489 -0.59
O -17.481 -8.375 -12.982 0.15
O -17.613 -6.836 -14.613 0.10
C -16.332 -7.217 -15.187 -0.08
H -20.499 -4.948 -11.631 0.08
H -21.075 -6.095 -10.471 0.08
H -21.557 -6.266 -12.164 0.08
H -20.020 -7.759 -11.767 0.12
H -18.808 -6.762 -10.810 0.13
H -15.573 -7.347 -14.416 0.11
H -15.935 -6.385 -15.770 0.12
H -16.392 -8.072 -15.860 0.08
C -10.912 -14.428 -14.164 -0.04
C -10.042 -13.651 -15.255 -0.12
O -10.817 -12.578 -15.728 0.07
C -10.390 -11.395 -15.522 -0.68
O -9.305 -10.998 -15.054 0.08
O -11.382 -10.636 -15.906 0.01
C -11.294 -9.218 -15.510 0.02
H -10.898 -13.932 -13.194 0.06
H -10.464 -15.390 -13.916 0.11
H -11.935 -14.725 -14.394 -0.02
H -9.821 -14.316 -16.090 0.12
H -9.075 -13.351 -14.853 0.12
H -11.308 -9.306 -14.423 0.09
H -12.149 -8.562 -15.669 0.10
H -10.356 -8.768 -15.834 0.10
C -16.266 -12.153 -15.057 -0.29
O -16.282 -12.047 -13.812 0.00
N -16.996 -11.318 -15.835 -0.07
C -16.657 -11.405 -17.277 -0.02
C -17.746 -10.145 -15.297 -0.06
H -15.755 -13.005 -15.533 0.07
H -16.185 -12.372 -17.448 0.09
H -15.963 -10.649 -17.646 0.08
H -17.447 -11.187 -17.996 0.08
H -17.674 -10.081 -14.212 0.08
H -17.609 -9.112 -15.616 0.08
H -18.802 -10.297 -15.524 0.11
C -12.476 -11.910 -7.302 -0.31
O -13.645 -11.937 -6.797 -0.05
N -12.141 -11.330 -8.492 -0.14
C -10.721 -11.044 -8.910 -0.04
C -13.280 -11.031 -9.517 0.00
H -11.580 -12.236 -6.752 0.12
H -10.686 -11.149 -9.995 0.01
H -9.975 -11.683 -8.437 0.09
H -10.529 -9.996 -8.682 0.09
H -14.185 -11.550 -9.203 0.09
H -13.504 -9.964 -9.527 0.09
H -12.924 -11.279 -10.517 0.02
C -14.524 -13.043 -14.417 -0.40
O -14.403 -13.190 -15.612 0.04
N -14.007 -13.913 -13.474 -0.13
C -14.230 -13.727 -12.109 -0.08
C -13.294 -15.165 -13.746 -0.04
H -14.944 -12.183 -13.872 0.04
H -14.954 -14.388 -11.632 0.11
H -14.613 -12.767 -11.763 0.11
H -13.284 -13.849 -11.583 0.09
H -12.213 -15.026 -13.739 -0.05
H -13.571 -15.910 -13.001 0.11
H -13.435 -15.577 -14.745 0.12
```

Values from the calculation:
total energy = -51526.63793 eV
energy above the lowest of the compared OMol25 structures with the same formula, charge and spin = 2014.20 kJ/mol
HOMO = -0.27539 Ha



# 7
The following is a quantum chemistry calculation of C25H42AsN6O2Si3Y as an isolated structure in a non-equilibrium geometry, from the Open Molecules 2025 dataset.

Geometry as XYZ:
```
80
Properties=species:S:1:pos:R:3:lowdin_charge:R:1
Y -0.456 0.062 0.206 1.32
C -0.340 -1.923 3.033 -0.10
N -0.124 -0.468 2.945 -0.08
C 1.237 -0.082 3.357 -0.11
C 2.153 -0.175 2.178 -0.31
N 1.783 0.197 0.968 0.03
C 2.890 -0.021 0.141 -0.22
C 3.051 0.179 -1.227 -0.04
C 4.283 -0.128 -1.767 -0.04
C 5.329 -0.624 -0.976 -0.05
C 5.178 -0.834 0.379 0.01
C 3.937 -0.523 0.920 -0.16
N 3.423 -0.610 2.206 0.21
C -1.326 -2.391 2.011 -0.31
N -1.827 -1.635 1.052 0.01
C -2.562 -2.497 0.229 -0.22
C -3.255 -2.253 -0.953 -0.02
C -3.846 -3.335 -1.573 -0.05
C -3.758 -4.628 -1.039 -0.05
C -3.078 -4.883 0.135 0.01
C -2.486 -3.791 0.753 -0.16
N -1.702 -3.673 1.892 0.20
H -0.657 -2.231 4.033 0.15
H 0.606 -2.428 2.818 0.14
H -0.783 -0.015 3.568 0.13
H 1.619 -0.691 4.182 0.14
H 1.211 0.954 3.701 0.14
H 2.238 0.545 -1.842 0.09
H 4.448 0.011 -2.827 0.12
H 6.278 -0.849 -1.444 0.12
H 5.983 -1.232 0.982 0.12
H 3.926 -0.927 3.020 0.18
H -3.328 -1.259 -1.380 0.09
H -4.394 -3.184 -2.493 0.12
H -4.230 -5.445 -1.567 0.12
H -3.001 -5.881 0.545 0.12
H -1.436 -4.432 2.500 0.19
C -4.220 1.697 -0.176 -0.21
Si -3.045 3.051 0.416 0.33
C -2.687 2.772 2.257 -0.21
C -3.656 4.798 0.131 -0.18
As -0.983 2.523 -0.693 0.75
Si -1.430 2.525 -3.080 0.36
C -2.399 4.099 -3.421 -0.20
C -2.437 0.977 -3.439 -0.20
C 0.254 2.502 -3.914 -0.20
Si 0.684 4.144 -0.009 0.36
C -0.044 5.863 -0.215 -0.20
C 0.980 3.678 1.798 -0.21
C 2.222 3.885 -1.056 -0.19
H -5.104 1.629 0.462 0.05
H -3.727 0.720 -0.156 -0.01
H -4.569 1.880 -1.194 0.03
H -3.613 2.603 2.810 0.05
H -2.201 3.642 2.701 0.03
H -2.042 1.901 2.417 -0.01
H -4.541 4.978 0.746 0.05
H -3.929 4.981 -0.909 0.03
H -2.897 5.528 0.415 0.02
H -3.395 4.053 -2.977 0.02
H -2.526 4.249 -4.495 0.05
H -1.887 4.975 -3.018 0.02
H -3.453 1.059 -3.049 0.02
H -1.961 0.090 -3.023 -0.01
H -2.515 0.820 -4.517 0.05
H 0.730 3.482 -3.857 0.03
H 0.162 2.238 -4.969 0.05
H 0.915 1.767 -3.451 0.01
H -0.683 6.136 0.627 0.03
H -0.637 5.925 -1.129 0.02
H 0.749 6.611 -0.281 0.05
H 0.049 3.728 2.366 0.01
H 1.697 4.344 2.282 0.05
H 1.377 2.662 1.856 -0.01
H 2.036 4.179 -2.090 0.02
H 2.548 2.844 -1.048 0.01
H 3.051 4.492 -0.688 0.05
O 0.672 -2.087 -0.262 -0.16
N 0.523 -1.957 -1.485 -0.11
O -0.117 -0.898 -1.802 -0.28
```

Values from the calculation:
total charge = +2
total energy = -125150.22896 eV
energy above the lowest of the compared OMol25 structures with the same formula, charge and spin = 104.47 kJ/mol
HOMO = -0.51824 Ha



# 8
The following is a quantum chemistry calculation of a 7-piece molecular cluster, C4H22N8O7 overall in a non-equilibrium geometry, from the Open Molecules 2025 dataset.

Geometry as XYZ:
```
41
Properties=species:S:1:pos:R:3:lowdin_charge:R:1
N -0.460 1.094 2.404 0.21
C -1.089 1.715 1.494 -0.85
N -1.540 2.833 1.805 0.21
O -1.265 1.200 0.415 0.04
H -0.099 0.193 2.125 0.07
H -0.347 1.464 3.336 0.13
H -2.039 3.411 1.144 0.14
H -1.620 3.074 2.783 0.13
N -3.318 -1.199 0.545 0.18
C -4.126 -0.638 1.409 -0.80
N -5.299 -1.136 1.170 0.14
O -3.941 0.277 2.160 0.05
H -3.553 -2.083 0.115 0.12
H -2.403 -0.772 0.573 0.09
H -5.336 -1.652 0.303 0.11
H -6.083 -0.707 1.641 0.12
N 4.872 1.571 -4.122 0.15
C 3.705 1.073 -3.774 -0.83
N 3.179 1.737 -2.816 0.17
O 3.136 0.132 -4.239 0.06
H 5.150 1.118 -4.981 0.12
H 5.330 2.374 -3.716 0.11
H 3.784 2.485 -2.509 0.11
H 2.278 1.455 -2.457 0.11
N 1.172 -1.246 1.831 0.15
C 0.368 -2.177 1.562 -0.79
N -0.156 -2.565 2.672 0.18
O -0.055 -2.402 0.433 0.04
H 1.487 -1.057 2.772 0.13
H 1.606 -0.743 1.071 0.10
H -0.643 -3.448 2.611 0.13
H 0.184 -2.210 3.554 0.12
O 2.709 1.305 0.234 -0.06
H 2.503 1.882 0.969 0.03
H 1.902 1.272 -0.279 -0.02
O 0.703 -0.087 -0.958 -0.07
H 0.154 0.429 -0.367 -0.02
H 0.394 -0.986 -0.849 0.01
O -0.712 -2.075 -3.354 -0.05
H 0.224 -1.880 -3.309 0.03
H -0.757 -3.030 -3.403 0.03
```

Values from the calculation:
total energy = -30759.50524 eV
energy above the lowest of the compared OMol25 structures with the same formula, charge and spin = 352.57 kJ/mol
HOMO = -0.34158 Ha



# 9
The following is a quantum chemistry calculation of C6H18N2O as an isolated structure in a non-equilibrium geometry, from the Open Molecules 2025 dataset.

Geometry as XYZ:
```
27
Properties=species:S:1:pos:R:3:lowdin_charge:R:1
C 2.038 0.084 -0.992 -0.52
C 3.100 -0.976 -0.802 -0.04
C 0.912 -0.571 1.326 -0.14
C 2.391 1.478 -0.518 -0.03
O 1.171 -0.071 -1.864 -0.02
H -0.424 0.477 -1.279 0.07
H 2.882 1.466 0.451 0.07
H 3.069 1.923 -1.250 0.09
H 3.839 -0.856 -1.602 0.09
H 2.658 -1.966 -0.899 0.09
H 3.610 -0.885 0.157 0.07
H 1.893 -0.352 1.735 0.00
H 0.889 -1.645 1.144 0.00
H 0.252 -0.386 2.179 -0.01
H 1.492 2.088 -0.461 0.08
C -2.093 -0.514 -0.541 -0.24
C -2.986 -0.425 0.694 -0.28
N -1.001 0.455 -0.415 -0.02
N -3.568 0.915 0.770 -0.01
H -4.304 1.025 0.081 0.07
H -1.391 1.379 -0.238 0.10
H -0.026 -0.077 0.464 0.06
H -3.980 1.082 1.680 0.07
H -2.685 -0.334 -1.448 0.11
H -1.644 -1.505 -0.618 0.12
H -2.369 -0.572 1.583 0.11
H -3.728 -1.236 0.663 0.11
```

Values from the calculation:
total energy = -11539.65675 eV
energy above the lowest of the compared OMol25 structures with the same formula, charge and spin = 197.68 kJ/mol
HOMO = -0.29022 Ha